{"formula": "C48H126N10O14", "method": "wB97M-V/def2-TZVPD", "max_force_ev_per_a": 3.60, "relative_energy_kcal_mol": 119.96, "orbital_gap_ev": 8.9318, "homo_ev": -8.41, "spin_multiplicity": 1, "smiles": "COC[C@H](C)N.COC[C@H](C)N.COC[C@H](C)N.COC[C@H](C)N.COC[C@H](C)N.COC[C@H](C)N.COCCNCCOC.COCCNCCOC.COCCNCCOC.COCCNCCOC", "elements": ["C", "O", "C", "C", "N", "C", "C", "O", "C", "H", "H", "H", "H", "H", "H", "H", "H", "H", "H", "H", "H", "H", "H", "H", "C", "O", "C", "C", "N", "C", "C", "O", "C", "H", "H", "H", "H", "H", "H", "H", "H", "H", "H", "H", "H", "H", "H", "H", "C", "O", "C", "C", "N", "C", "C", "O", "C", "H", "H", "H", "H", "H", "H", "H", "H", "H", "H", "H", "H", "H", "H", "H", "C", "O", "C", "C", "N", "C", "C", "O", "C", "H", "H", "H", "H", "H", "H", "H", "H", "H", "H", "H", "H", "H", "H", "H", "C", "C", "C", "O", "C", "N", "H", "H", "H", "H", "H", "H", "H", "H", "H", "H", "H", "C", "C", "C", "O", "C", "N", "H", "H", "H", "H", "H", "H", "H", "H", "H", "H", "H", "C", "C", "C", "O", "C", "N", "H", "H", "H", "H", "H", "H", "H", "H", "H", "H", "H", "C", "C", "C", "O", "C", "N", "H", "H", "H", "H", "H", "H", "H", "H", "H", "H", "H", "C", "C", "C", "O", "C", "N", "H", "H", "H", "H", "H", "H", "H", "H", "H", "H", "H", "C", "C", "C", "O", "C", "N", "H", "H", "H", "H", "H", "H", "H", "H", "H", "H", "H"], "xyz": [[1.6205, -9.4982, -1.0916], [2.5834, -8.4601, -1.2031], [3.7876, -8.6078, -0.5290], [4.5499, -7.2719, -0.6465], [4.1221, -6.2095, 0.2803], [4.7036, -4.9107, -0.0707], [4.3090, -3.7672, 0.8951], [4.8634, -2.5832, 0.4679], [4.3237, -1.4603, 1.2369], [1.9870, -10.4903, -1.3553], [0.7802, -9.1741, -1.7056], [1.1269, -9.5097, -0.1198], [4.4598, -9.3340, -0.9858], [3.7503, -8.9490, 0.5056], [4.5390, -6.8271, -1.6416], [5.6110, -7.4409, -0.4631], [3.1206, -6.0935, 0.2189], [4.4151, -4.5770, -1.0674], [5.7892, -5.0086, -0.0738], [4.6311, -3.9711, 1.9162], [3.2282, -3.7190, 1.0279], [4.3936, -1.5131, 2.3234], [3.2844, -1.3537, 0.9264], [4.9180, -0.5691, 1.0351], [1.8548, 0.4164, 3.5481], [1.5890, -0.7503, 4.3612], [0.5912, -1.5607, 3.8389], [0.5243, -2.7336, 4.7807], [-0.1296, -2.4547, 6.0141], [0.1389, -3.5293, 7.0272], [-0.3440, -3.1066, 8.4502], [0.5040, -2.1250, 8.9811], [0.2365, -1.6964, 10.2669], [2.3291, 0.1394, 2.6066], [2.5075, 1.1410, 4.0348], [0.9209, 0.9357, 3.3329], [0.8252, -1.9277, 2.8395], [-0.3480, -1.0088, 3.8019], [1.5587, -3.0615, 4.8842], [-0.0829, -3.5567, 4.4040], [0.1676, -1.5929, 6.4489], [1.2143, -3.7000, 7.0754], [-0.3621, -4.4453, 6.7143], [-0.2894, -3.9633, 9.1219], [-1.3909, -2.8034, 8.4637], [-0.8087, -1.5058, 10.5106], [0.8480, -0.8517, 10.5842], [0.5771, -2.5068, 10.9114], [-4.8639, 1.5805, -4.0590], [-4.0040, 2.5222, -4.6675], [-3.2376, 3.1256, -3.6701], [-2.0279, 3.8775, -4.2250], [-1.1765, 4.5793, -3.3094], [-1.9984, 5.5467, -2.5253], [-2.6028, 6.6962, -3.2522], [-3.1255, 7.5107, -2.2371], [-3.9351, 8.6429, -2.5736], [-5.3616, 1.9463, -3.1608], [-4.5325, 0.5851, -3.7632], [-5.7011, 1.3748, -4.7260], [-2.8496, 2.3700, -2.9870], [-3.8416, 3.7871, -3.0491], [-2.3286, 4.5358, -5.0401], [-1.4236, 3.0915, -4.6779], [-0.7463, 4.0283, -2.5803], [-1.2894, 6.0478, -1.8662], [-2.7315, 5.0085, -1.9244], [-3.3986, 6.3570, -3.9152], [-1.9884, 7.3727, -3.8464], [-3.3885, 9.2509, -3.2945], [-4.2908, 9.2388, -1.7331], [-4.7904, 8.3544, -3.1846], [3.4961, 1.3540, -6.4312], [3.4549, 2.5304, -5.7382], [2.2253, 3.0433, -5.1108], [2.4841, 4.1858, -4.1140], [3.2111, 3.5862, -2.9523], [4.0579, 4.5658, -2.2061], [5.0930, 3.8532, -1.4010], [5.4137, 2.5735, -1.9116], [6.1886, 1.8399, -0.9901], [2.9270, 1.4470, -7.3562], [3.0422, 0.5418, -5.8633], [4.4903, 1.0592, -6.7670], [1.7954, 2.2006, -4.5693], [1.5413, 3.3463, -5.9035], [1.5981, 4.6722, -3.7060], [3.0963, 4.9030, -4.6607], [3.8415, 2.8926, -3.3286], [3.3991, 5.1073, -1.5272], [4.5303, 5.2895, -2.8703], [4.5385, 3.8278, -0.4629], [6.0130, 4.4234, -1.2723], [7.1477, 2.3578, -0.9960], [6.3403, 0.8601, -1.4429], [5.7180, 1.6874, -0.0188], [1.7576, 1.6758, -0.0665], [0.4722, 1.9027, -0.8461], [-0.7785, 1.6134, -0.0013], [-0.8295, 0.2872, 0.4820], [-1.6056, 0.2081, 1.6471], [0.4506, 3.2624, -1.3517], [2.6381, 1.9855, -0.6294], [1.8490, 0.6117, 0.1516], [1.7798, 2.0374, 0.9615], [0.4359, 1.2598, -1.7256], [-1.6700, 1.8643, -0.5760], [-0.7842, 2.3312, 0.8190], [-2.6746, 0.2596, 1.4403], [-1.2557, 0.8718, 2.4378], [-1.4564, -0.8043, 2.0223], [1.2683, 3.4932, -1.8978], [0.4930, 3.8127, -0.5059], [1.9300, -4.5978, -4.8152], [2.5093, -4.7695, -3.4465], [2.2469, -3.4816, -2.6301], [3.0027, -2.3992, -3.1802], [2.9726, -1.1958, -2.3442], [1.8585, -5.9432, -2.7947], [2.2570, -3.6695, -5.2836], [0.8595, -4.7960, -4.8683], [2.4121, -5.3697, -5.4151], [3.5718, -4.9113, -3.6442], [2.6342, -3.5963, -1.6177], [1.1822, -3.2484, -2.6264], [3.5786, -0.4404, -2.8444], [3.6144, -1.3034, -1.4697], [2.0047, -0.8496, -1.9817], [1.8169, -6.7730, -3.3689], [2.3350, -6.2583, -1.9618], [-5.1873, 2.0488, 2.0846], [-5.5657, 3.5163, 1.8161], [-4.4814, 4.3911, 1.1763], [-3.2346, 4.3884, 1.9449], [-2.0997, 4.9597, 1.2247], [-6.6660, 3.4414, 0.9257], [-4.2890, 2.0449, 2.7018], [-4.9698, 1.5072, 1.1640], [-6.0385, 1.5300, 2.5256], [-5.8525, 4.0428, 2.7264], [-4.8682, 5.4051, 1.0750], [-4.2634, 3.9876, 0.1875], [-2.0604, 4.3391, 0.3296], [-1.1722, 4.9791, 1.7969], [-2.1241, 5.9946, 0.8835], [-7.0875, 4.3485, 0.7856], [-6.4671, 3.0710, 0.0074], [0.5422, 7.6657, 0.4940], [1.5626, 6.7095, -0.1686], [2.9675, 7.3701, -0.0659], [3.1952, 8.2620, -1.0967], [4.5178, 8.7249, -1.0422], [1.5292, 5.4456, 0.6589], [0.7469, 8.6319, 0.0330], [0.6527, 7.7741, 1.5729], [-0.4849, 7.3290, 0.3526], [1.3234, 6.5041, -1.2120], [3.6840, 6.5533, -0.1529], [3.0599, 7.8786, 0.8938], [4.9159, 8.9150, -0.0454], [4.5515, 9.6205, -1.6625], [4.9947, 7.9937, -1.6949], [2.2206, 4.8120, 0.2841], [1.8434, 5.5802, 1.6093], [-6.2627, -2.0740, 0.7992], [-5.7382, -2.7413, 1.9906], [-5.7176, -4.2738, 1.7115], [-7.0478, -4.6645, 1.9533], [-7.1912, -6.0388, 1.9200], [-4.3997, -2.2152, 2.2204], [-6.5955, -1.0535, 0.9889], [-7.1220, -2.6032, 0.3874], [-5.5416, -2.0009, -0.0148], [-6.3026, -2.4386, 2.8726], [-5.0329, -4.7160, 2.4352], [-5.4115, -4.5243, 0.6959], [-6.6124, -6.5405, 2.6956], [-6.9950, -6.3611, 0.8974], [-8.2448, -6.2938, 2.0335], [-4.1775, -2.3857, 3.1908], [-4.3888, -1.2129, 2.0964], [-0.8496, -3.2805, 0.4878], [-0.7821, -4.7788, 0.8295], [-2.0915, -5.5301, 0.6270], [-1.9886, -6.8095, 1.2337], [-3.1440, -7.6083, 0.9317], [0.2882, -5.3800, 0.0719], [-1.4940, -2.7411, 1.1821], [-1.3699, -3.1773, -0.4644], [0.1122, -2.7678, 0.4759], [-0.5294, -4.9142, 1.8811], [-2.3541, -5.5192, -0.4309], [-2.8722, -5.0729, 1.2349], [-4.1172, -7.1200, 0.9831], [-3.0723, -8.4629, 1.6044], [-3.1141, -7.9738, -0.0947], [0.2212, -6.3637, 0.2910], [0.1290, -5.2286, -0.9140]]}